Entry 1
Formula: C2H13NO3
Source: the Open Molecules 2025 dataset
Level of theory: the ωB97M-V functional and the def2-TZVPD basis

Last column: natural (NBO) charge in e.
Positions of all 19 atoms, in Å:
C 1.55 0.12 2.73  -0.629
C 0.86 0.13 1.35  -0.222
N -0.52 0.60 1.31  -0.871
H 0.82 0.03 3.54  0.204
H 2.18 -0.77 2.77  0.214
H 2.11 1.03 2.86  0.204
H 1.45 0.76 0.69  0.185
H 0.83 -0.86 0.92  0.193
H -1.10 0.08 1.95  0.360
H -0.70 1.59 1.41  0.366
H -0.82 -2.38 -0.02  0.476
H -0.35 -3.85 -0.16  0.473
O -0.47 -3.14 0.47  -0.948
H -0.59 0.98 -4.86  0.477
H -1.23 2.38 -4.98  0.473
O -0.46 1.91 -4.64  -0.949
H -1.11 1.04 -2.30  0.476
H -0.97 0.13 -1.11  0.479
O -1.48 0.22 -1.93  -0.962

Calculated values
HOMO level: -0.34129 hartree
LUMO: 0.83 eV
Charge: 0

=====

Entry 2
Formula: C2H13NO3
Source: the Open Molecules 2025 dataset
Level of theory: the ωB97M-V functional and the def2-TZVPD basis

Last column: natural (NBO) charge in e.
Positions of all 19 atoms, in Å:
C -0.31 -1.64 -1.14  -0.637
C 1.21 -1.70 -1.29  -0.218
N 1.90 -0.51 -0.78  -0.851
H -0.81 -2.11 -1.99  0.215
H -0.66 -0.60 -1.14  0.242
H -0.63 -2.04 -0.18  0.197
H 1.41 -1.72 -2.34  0.183
H 1.52 -2.66 -0.90  0.163
H 2.87 -0.62 -1.02  0.363
H 1.78 -0.46 0.23  0.347
H 1.40 1.38 1.87  0.470
H 2.85 1.66 1.35  0.468
O 2.09 2.04 1.81  -0.935
H 0.71 1.39 -1.04  0.486
H -0.04 2.21 -2.06  0.464
O -0.17 1.76 -1.22  -0.957
H -5.76 1.06 2.97  0.469
H -4.42 1.01 3.75  0.469
O -4.93 1.54 3.13  -0.939

Calculated values
HOMO level: -0.36411 hartree
LUMO: 0.66 eV
Charge: 0

=====

Name the least stable of them. entry 2.

=====

Entry 1
Formula: C2H13NO5
Source: the Open Molecules 2025 dataset
Level of theory: the ωB97M-V functional and the def2-TZVPD basis

Last column: natural (NBO) charge in e.
Positions of all 21 atoms, in Å:
C -0.14 2.21 -1.93  0.517
N 0.36 2.14 -0.66  -0.636
C 1.71 2.68 -0.45  -0.437
O 0.53 2.61 -2.87  -0.632
H -1.18 1.90 -2.05  0.143
H -0.06 2.03 0.25  0.419
H 1.63 3.40 0.38  0.194
H 2.06 3.24 -1.30  0.236
H 2.45 1.93 -0.14  0.192
H 3.09 -0.77 -0.46  0.491
H 2.21 -0.14 -1.64  0.507
O 2.20 -0.60 -0.77  -0.967
H 0.13 -1.58 1.44  0.479
H 1.08 -0.60 0.55  0.510
O 0.50 -0.71 1.32  -0.994
H -2.45 -0.52 0.78  0.471
H -1.01 0.07 0.48  0.491
O -1.96 0.21 0.38  -0.983
H -3.78 -5.88 3.03  0.470
H -3.35 -6.03 1.56  0.468
O -3.99 -5.59 2.11  -0.938

Calculated values
HOMO level: -0.35686 hartree
LUMO: 0.33 eV
Charge: 0

=====

Entry 2
Formula: C2H13NO5
Source: the Open Molecules 2025 dataset
Level of theory: the ωB97M-V functional and the def2-TZVPD basis

Last column: natural (NBO) charge in e.
Positions of all 21 atoms, in Å:
C -0.85 0.18 1.95  -0.722
C 0.06 -0.85 1.37  0.687
N 1.21 -0.42 0.87  -0.807
O -0.36 -1.96 1.21  -0.652
H -0.46 0.99 2.48  0.225
H -1.57 -0.18 2.67  0.239
H -1.54 0.49 1.13  0.238
H 1.79 -1.12 0.46  0.421
H 1.51 0.51 1.17  0.429
H 0.43 -2.65 0.07  0.477
H 0.74 -3.89 -0.68  0.461
O 1.03 -3.02 -0.62  -1.007
H -1.63 -0.45 -2.93  0.471
H -0.43 -1.23 -2.38  0.508
O -0.89 -0.38 -2.36  -0.969
H -1.24 2.81 -1.17  0.465
H -1.11 1.46 -1.88  0.501
O -0.62 2.30 -1.65  -0.956
H 0.55 2.20 -0.09  0.505
H 2.07 2.64 -0.12  0.474
O 1.31 2.58 0.47  -0.989

Calculated values
HOMO level: -0.37118 hartree
LUMO: 0.51 eV
Charge: 0

=====

Name the least stable of them. entry 1.

=====

Entry 1
Formula: H4OSSi
Source: the Open Molecules 2025 dataset
Level of theory: the ωB97M-V functional and the def2-TZVPD basis

Last column: natural (NBO) charge in e.
Positions of all 7 atoms, in Å:
O -0.89 -1.06 -0.49  -1.075
Si 0.23 0.17 -0.47  1.299
S 1.18 0.52 1.42  -0.529
H -1.34 -1.14 0.36  0.498
H 1.25 -0.25 -1.37  -0.172
H -0.38 1.51 -0.38  -0.194
H 0.34 0.65 2.44  0.172

Calculated values
HOMO level: -0.34756 hartree
LUMO: 0.57 eV
Charge: 0

=====

Entry 2
Formula: H4OSSi
Source: the Open Molecules 2025 dataset
Level of theory: the ωB97M-V functional and the def2-TZVPD basis

Last column: natural (NBO) charge in e.
Positions of all 7 atoms, in Å:
O 0.09 -0.38 1.41  -1.083
Si 0.82 0.24 0.14  1.391
S -1.02 0.78 -1.15  -0.651
H 0.18 -1.28 1.58  0.508
H 1.45 1.65 0.29  -0.158
H -1.33 1.75 -2.07  0.200
H 1.42 -0.89 -0.48  -0.207

Calculated values
HOMO level: -0.33152 hartree
LUMO: 0.54 eV
Charge: 0

=====

Name the least stable of them. entry 2.

=====

Entry 1
Formula: C3H8ClN2
Source: the Open Molecules 2025 dataset
Level of theory: the ωB97M-V functional and the def2-TZVPD basis

Last column: natural (NBO) charge in e.
Positions of all 14 atoms, in Å:
C -0.18 -0.13 0.87  0.457
C -0.21 -1.94 -0.63  -0.413
C 0.32 2.23 -0.16  -0.420
N -0.41 -1.42 0.67  -0.509
N 0.38 0.72 -0.20  -0.561
Cl -0.54 0.70 2.29  0.187
H -0.73 -1.25 -1.24  0.218
H 0.77 -1.87 -0.90  0.211
H -0.66 -2.93 -0.63  0.250
H -0.22 2.47 -1.04  0.228
H 1.45 2.54 -0.18  0.240
H -0.23 2.63 0.71  0.241
H -0.52 -2.11 1.45  0.459
H 0.77 0.35 -1.00  0.413

Calculated values
HOMO level: -0.54833 hartree
LUMO: -4.14 eV
Charge: +1

=====

Entry 2
Formula: C3H8ClN2
Source: the Open Molecules 2025 dataset
Level of theory: the ωB97M-V functional and the def2-TZVPD basis

Last column: natural (NBO) charge in e.
Positions of all 14 atoms, in Å:
C -0.51 -0.24 -1.81  -0.731
C 0.70 0.08 1.81  -0.447
C -0.14 -0.57 -0.41  0.257
N 0.64 1.56 0.09  -0.197
N 0.38 0.39 0.43  -0.087
Cl 0.11 -2.22 -0.02  0.181
H 0.40 -0.17 -2.42  0.278
H -1.06 0.69 -1.89  0.259
H -1.11 -1.04 -2.23  0.289
H 1.16 -0.90 1.90  0.251
H -0.21 0.10 2.42  0.255
H 1.37 0.86 2.18  0.269
H -2.20 -0.35 0.82  0.066
H 0.47 1.80 -0.88  0.357

Calculated values
HOMO level (spin up / spin down): -0.53007 / -0.56928 hartree
LUMO (spin up / spin down): -5.61 / -6.86 eV
Charge: +1

=====

Name the least stable of them. entry 2.

=====

Entry 1
Formula: CH3ClO2S
Source: the Open Molecules 2025 dataset
Level of theory: the ωB97M-V functional and the def2-TZVPD basis

Last column: natural (NBO) charge in e.
Positions of all 8 atoms, in Å:
C 0.06 -0.37 0.00  -0.043
O 2.65 -1.45 -0.83  -0.894
O -0.37 0.60 0.83  -0.676
S 2.33 -0.85 0.45  1.028
Cl 2.68 1.26 0.44  -0.341
H -0.33 -1.31 0.51  0.209
H 0.29 -0.22 -1.11  0.217
H 0.06 1.44 0.78  0.500

Calculated values
HOMO level: -0.31938 hartree
LUMO: -0.07 eV
Charge: 0

=====

Entry 2
Formula: CH3ClO2S
Source: the Open Molecules 2025 dataset
Level of theory: the ωB97M-V functional and the def2-TZVPD basis

Last column: natural (NBO) charge in e.
Positions of all 8 atoms, in Å:
C -1.25 0.15 -0.09  -0.284
O 2.57 -1.43 0.02  -0.790
O -0.29 -0.74 -0.54  -0.619
S 1.64 -0.49 0.58  1.377
Cl 2.16 1.39 -0.08  -0.209
H -2.28 -0.19 -0.08  0.189
H -1.36 0.99 -0.72  0.165
H -1.19 0.33 0.90  0.171

Calculated values
HOMO level (spin up / spin down): -0.35782 / -0.37665 hartree
LUMO (spin up / spin down): -1.55 / -1.58 eV
Charge: 0

=====

Name the least stable of them. entry 2.

=====

Entry 1
Formula: C7H8O3
Source: the Open Molecules 2025 dataset
Level of theory: the ωB97M-V functional and the def2-TZVPD basis

Last column: natural (NBO) charge in e.
Positions of all 18 atoms, in Å:
C 0.69 -1.93 -0.71  -0.475
C 1.79 -1.34 -0.04  -0.335
C -0.64 -1.37 -0.60  0.546
C -0.88 -0.36 0.58  -0.603
C 2.26 -0.26 0.58  0.460
C -0.66 1.05 0.14  0.618
C -1.82 1.91 -0.40  -0.745
O -1.52 -1.55 -1.41  -0.584
O 0.47 1.52 0.15  -0.577
O 2.58 0.33 1.64  -0.568
H 0.75 -2.89 -1.26  0.241
H 2.72 -1.79 -0.53  0.309
H -1.98 -0.38 0.88  0.243
H -0.21 -0.64 1.30  0.225
H -2.24 2.73 0.26  0.249
H -2.76 1.29 -0.72  0.236
H -1.56 2.51 -1.31  0.248
H 3.01 1.19 1.45  0.515

Calculated values
HOMO level (spin up / spin down): -0.27367 / -0.27366 hartree
LUMO (spin up / spin down): 0.03 / 0.03 eV
Charge: 0

=====

Entry 2
Formula: C7H8O3
Source: the Open Molecules 2025 dataset
Level of theory: the ωB97M-V functional and the def2-TZVPD basis

Last column: natural (NBO) charge in e.
Positions of all 18 atoms, in Å:
C -0.72 -0.04 -2.63  -0.651
C 0.01 0.11 -1.32  0.403
C 1.28 0.54 -1.14  -0.397
C 1.86 0.60 0.16  0.457
C 0.96 0.10 1.24  0.155
C -0.30 -0.28 0.94  0.243
C -1.42 -0.68 1.84  -0.662
H -1.07 -1.03 -2.76  0.228
H -1.58 0.61 -2.62  0.228
H -0.10 0.22 -3.49  0.228
H 1.87 0.88 -1.99  0.238
H 0.68 0.20 3.12  0.472
H -1.11 -1.03 2.82  0.221
H -1.94 -1.50 1.33  0.240
H -2.06 0.21 1.87  0.233
O 2.94 1.08 0.41  -0.559
O 1.48 0.25 2.53  -0.640
O -0.78 -0.21 -0.32  -0.439

Calculated values
HOMO level: -0.32631 hartree
LUMO: 0.56 eV
Charge: 0

=====

Name the least stable of them. entry 1.

=====

Entry 1
Formula: C6H10N3O
Source: the Open Molecules 2025 dataset
Level of theory: the ωB97M-V functional and the def2-TZVPD basis

Last column: natural (NBO) charge in e.
Positions of all 20 atoms, in Å:
C -0.22 -0.50 0.08  -0.180
C 0.89 -1.24 0.11  0.173
C -0.33 0.91 0.07  0.126
C 2.91 0.35 -0.14  1.029
C 0.89 -2.70 0.10  -0.672
C -1.76 1.44 0.14  -0.685
N 2.27 -0.70 0.12  -0.620
N 0.68 1.68 0.18  -0.226
N 0.70 2.94 -0.02  -0.575
O 3.56 1.20 -0.56  -0.309
H -1.09 -1.04 0.26  0.238
H -0.22 -3.04 0.20  0.270
H 1.29 -3.28 0.90  0.247
H 1.42 -2.92 -0.79  0.234
H -2.44 0.68 -0.34  0.235
H -1.90 2.30 -0.45  0.223
H -2.16 1.54 1.19  0.252
H 2.84 -1.46 0.46  0.470
H 1.57 3.33 -0.32  0.389
H -0.14 3.53 -0.14  0.381

Calculated values
HOMO level: -0.44311 hartree
LUMO: -4.40 eV
Charge: +1

=====

Entry 2
Formula: C6H10N3O
Source: the Open Molecules 2025 dataset
Level of theory: the ωB97M-V functional and the def2-TZVPD basis

Last column: natural (NBO) charge in e.
Positions of all 20 atoms, in Å:
C -0.51 0.98 0.96  -0.137
C -0.32 -2.01 -0.54  0.743
C -2.92 1.16 0.38  0.906
C 0.53 0.78 0.16  0.081
C 1.91 0.85 0.77  -0.669
C 0.57 0.43 -1.29  -0.674
N -1.78 0.87 0.57  -0.590
N -0.54 -2.38 -1.64  -0.507
N -0.41 -1.71 0.65  -0.784
O -4.07 1.19 0.19  -0.453
H -0.37 1.32 1.99  0.243
H 2.10 0.07 1.53  0.234
H 2.02 1.75 1.26  0.245
H 2.80 0.83 0.09  0.242
H 0.99 -0.57 -1.44  0.212
H 1.29 1.19 -1.70  0.279
H -0.46 0.60 -1.66  0.242
H -0.06 -2.22 -2.46  0.440
H -0.36 -2.51 1.36  0.483
H -0.41 -0.62 0.86  0.463

Calculated values
HOMO level: -0.48742 hartree
LUMO: -4.18 eV
Charge: +1

=====

Name the least stable of them. entry 1.